{"formula": "C17H13Br2MnN3OS", "method": "ωB97M-V/def2-TZVPD", "elements": ["Mn", "Br", "C", "C", "C", "N", "C", "C", "C", "C", "C", "Br", "C", "C", "N", "H", "H", "H", "H", "H", "H", "O", "S", "C", "N", "C", "C", "C", "C", "C", "C", "H", "H", "H", "H", "H", "H", "H"], "xyz": [[-1.091, -1.651, -0.849], [-2.760, 0.845, 5.672], [-2.115, 0.436, 3.834], [-2.976, 0.748, 2.769], [-2.606, 0.228, 1.565], [-1.448, -0.411, 1.358], [-0.629, -0.735, 2.359], [-0.950, -0.274, 3.686], [0.686, -1.311, 2.037], [1.758, -1.472, 2.985], [2.952, -2.006, 2.524], [4.136, -2.638, 3.892], [3.192, -2.490, 1.258], [2.030, -2.322, 0.456], [0.858, -1.732, 0.799], [-3.995, 1.088, 2.977], [-3.279, 0.180, 0.646], [-0.255, -0.556, 4.548], [1.598, -1.199, 4.043], [4.122, -3.018, 0.997], [1.966, -2.651, -0.599], [0.458, -3.693, -4.290], [-3.530, -1.999, -0.642], [0.671, -3.208, -3.255], [0.073, 0.372, -1.192], [0.063, 1.481, -2.159], [1.031, 1.415, -3.140], [1.060, 2.413, -4.156], [0.064, 3.381, -4.152], [-0.897, 3.486, -3.148], [-0.916, 2.461, -2.180], [0.958, 0.401, -0.731], [-0.559, 0.627, -0.450], [1.742, 0.622, -3.079], [1.861, 2.449, -4.869], [0.059, 4.096, -4.962], [-1.680, 4.245, -3.180], [-1.652, 2.392, -1.373]], "e_above_lowest_kcal_mol": 0.00, "energy_ev": -206596.05323, "multiplicity": 6, "max_force_ev_per_a": 4.6, "gap_ev": [4.660, 4.720]}